Entry from the Open Molecules 2025 dataset: 2 unconnected molecules or ions with the total composition C2H6Br2N (ωB97M-V with the def2-TZVPD basis set).

CARTESIAN COORDINATES (ANGSTROEM)
C -0.4078 0.4569 -0.9857
C -1.0063 -0.2960 0.1743
N -0.7353 0.0299 1.4460
Br 1.9987 -1.9349 0.2050
Br -2.5342 -1.4696 -0.0975
H -1.1887 1.2119 -1.1698
H 0.3300 1.0042 -0.4255
H -0.1338 -0.2042 -1.8363
H 3.1272 -1.1304 0.0025
H -1.0728 -0.5466 2.2139
H 0.1178 0.5765 1.4912

The calculation puts the energy above the lowest of the compared OMol25 structures with the same formula, charge and spin at 0.009 eV. As for the gap between HOMO and LUMO: 9.366 eV. Its highest occupied orbital energy is -14.818 eV. As for the total charge: +1. The calculation puts the total energy at -143738.7786 eV.

These are the Löwdin partial charges, in e, on atoms 1 to 2: atom 1 (C): -0.07, atom 2 (C): -0.69